Entry 1:
The following is a quantum chemistry calculation of a structure of composition C46H39AsHfN3O8P in a non-equilibrium geometry, from the Open Molecules 2025 dataset.

```
99
Properties=species:S:1:pos:R:3
Hf -0.04620 -0.38430 -0.09610
As -3.09450 -1.17000 -0.99300
P 0.68940 2.42260 -0.12530
O 1.15370 -1.78620 -1.18650
O -0.78850 -0.75040 -2.58940
O 1.99320 -0.20650 0.58080
O 3.06910 -1.39380 2.13940
O -1.54300 -1.61840 -0.40670
O 0.62220 -2.42300 0.82650
O -3.40750 0.52190 1.78990
O -1.70560 0.75290 0.37400
N -0.03200 -0.00450 2.03440
N 2.83170 -3.81230 1.24040
N -0.13300 0.40030 -2.14230
C 1.35360 3.00530 -4.18890
C -2.92450 -4.26720 -3.86720
C 0.30390 1.13560 -3.09850
C -4.43790 -1.84740 0.25260
C -1.66460 3.83050 0.13220
C 2.24800 2.69660 0.77740
C -5.68250 -1.25570 0.43880
C -5.09440 -3.71490 1.61670
C -2.22410 0.57870 1.55010
C -4.99380 -3.08430 -4.19550
C -2.48670 4.88990 0.46990
C -1.15380 0.40120 2.61630
C -1.95560 6.00950 1.08540
C 0.94360 2.41790 -2.98070
C 4.64230 2.80640 0.88820
C -4.11940 -4.10220 -4.54650
C 2.52200 -3.49860 -0.16880
C 2.17660 -0.63010 1.76370
C -4.14950 -3.08150 0.82810
C 1.09970 -0.06270 4.10750
C -0.60120 6.06120 1.36590
C 4.57360 3.00410 2.25810
C 1.86320 4.28570 -4.22760
C -6.32610 -3.11370 1.82710
C -3.62100 2.00310 -3.70480
C -4.66380 -2.21800 -3.16770
C -2.60090 -3.41450 -2.82370
C 1.13630 3.12070 -1.77600
C 1.64930 4.41150 -1.83850
C -3.53170 0.59540 -1.76550
C -4.21290 3.00040 -2.94910
C -0.07470 0.34070 4.73670
C -3.45740 -2.37780 -2.48450
C -6.61740 -1.89170 1.24190
C 1.98720 5.00030 -3.04540
C -4.49200 2.77960 -1.61140
C 3.34260 3.01780 2.89560
C -4.15070 1.57980 -1.00800
C 3.48540 2.64720 0.14660
C 0.22070 4.99450 1.04740
C -3.29440 0.79050 -3.12090
C -0.30770 3.86390 0.43070
C 1.33910 -2.51840 -0.19300
C -1.21930 0.59720 3.98910
C 1.08220 -0.20760 2.72930
C 2.18400 2.84800 2.16150
H -1.06850 -1.19380 -1.71550
H 2.34830 6.01710 -3.06230
H -2.25100 -5.06010 -4.15480
H 5.47720 3.15200 2.82820
H -2.12940 0.95000 4.44380
H 1.26900 5.04700 1.29530
H 1.21710 2.87020 2.65140
H -2.87070 -0.01390 -3.71580
H -4.98720 3.53940 -1.02980
H 0.12640 0.77990 -4.11700
H -4.37070 -4.77120 -5.35360
H -2.06870 2.96520 -0.36970
H -4.88210 -4.67540 2.06280
H -5.32290 -1.39920 -2.88520
H 3.54070 2.49430 -0.92200
H 3.28750 3.16720 3.96310
H 2.27040 -4.39010 -0.74900
H 2.01030 -0.25430 4.64960
H -3.17910 -3.53800 0.64970
H -0.09080 0.46470 5.80830
H -2.59540 6.83710 1.34830
H -5.92540 -2.97070 -4.72860
H -3.41940 2.15600 -4.75300
H -4.46540 3.94460 -3.40370
H -0.17760 6.93680 1.83290
H 5.60170 2.77510 0.39460
H -3.54120 4.84650 0.25100
H -7.06530 -3.60510 2.44100
H 2.00330 -4.21310 1.69670
H 1.78930 4.97250 -0.92800
H -4.33080 1.41980 0.04720
H 1.25800 2.43800 -5.10230
H -7.57930 -1.43210 1.41240
H -1.67720 -3.53870 -2.27000
H 3.04800 -2.85490 1.71420
H 3.63700 -4.43590 1.34740
H 2.14170 4.73220 -5.16970
H -5.91180 -0.30590 -0.03040
H 3.37830 -3.00770 -0.63900
```

Calculated values
Gap between HOMO and LUMO: 7.9 eV
LUMO: -5.39 eV
Total charge: +2
HOMO energy: -13.29 eV

Let us look at the Löwdin charges, expressed in e, one per atom: atom 1 (Hf): 1.576, atom 2 (As): 1.390, atom 3 (P): 1.143, atom 4 (O): -0.041, atom 5 (O): -0.111, atom 6 (O): -0.123, atom 7 (O): 0.065, atom 8 (O): -0.499, atom 9 (O): -0.018, atom 10 (O): 0.113, atom 11 (O): -0.268, atom 12 (N): 0.030, atom 13 (N): 0.177, atom 14 (N): -0.114, atom 15 (C): -0.012, atom 16 (C): -0.058, atom 17 (C): -0.015, atom 18 (C): -0.288, atom 19 (C): -0.086, atom 20 (C): -0.384, atom 21 (C): -0.080, atom 22 (C): -0.058, atom 23 (C): -0.545, atom 24 (C): -0.051, atom 25 (C): -0.056, atom 26 (C): -0.114, atom 27 (C): -0.056, atom 28 (C): -0.193, atom 29 (C): -0.053, atom 30 (C): -0.055, atom 31 (C): -0.021, atom 32 (C): -0.533, atom 33 (C): -0.090, atom 34 (C): 0.053, atom 35 (C): -0.053, atom 36 (C): -0.058, atom 37 (C): -0.038, atom 38 (C): -0.053, atom 39 (C): -0.050, atom 40 (C): -0.087, atom 41 (C): -0.085, atom 42 (C): -0.261, atom 43 (C): -0.061, atom 44 (C): -0.272, atom 45 (C): -0.044, atom 46 (C): 0.014, atom 47 (C): -0.294, atom 48 (C): -0.051, atom 49 (C): -0.022, atom 50 (C): -0.067, atom 51 (C): -0.062, atom 52 (C): -0.102, atom 53 (C): -0.078, atom 54 (C): -0.096, atom 55 (C): -0.102, atom 56 (C): -0.334, atom 57 (C): -0.612, atom 58 (C): 0.063, atom 59 (C): -0.143, atom 60 (C): -0.126, atom 61 (H): -0.063, atom 62 (H): 0.121, atom 63 (H): 0.112, atom 64 (H): 0.113, atom 65 (H): 0.136, atom 66 (H): 0.103, atom 67 (H): 0.110, atom 68 (H): 0.108, atom 69 (H): 0.110, atom 70 (H): 0.158, atom 71 (H): 0.115, atom 72 (H): 0.073, atom 73 (H): 0.113, atom 74 (H): 0.114, atom 75 (H): 0.112, atom 76 (H): 0.112, atom 77 (H): 0.151, atom 78 (H): 0.135, atom 79 (H): 0.107, atom 80 (H): 0.128, atom 81 (H): 0.114, atom 82 (H): 0.116, atom 83 (H): 0.114, atom 84 (H): 0.118, atom 85 (H): 0.115, atom 86 (H): 0.113, atom 87 (H): 0.095, atom 88 (H): 0.115, atom 89 (H): 0.173, atom 90 (H): 0.106, atom 91 (H): 0.094, atom 92 (H): 0.120, atom 93 (H): 0.116, atom 94 (H): 0.103, atom 95 (H): 0.106, atom 96 (H): 0.180, atom 97 (H): 0.120, atom 98 (H): 0.104, atom 99 (H): 0.157

---

Entry 2:
The following is a quantum chemistry calculation of a structure of composition C46H39CaF5N6O8, from the Open Molecules 2025 dataset.

```
105
Properties=species:S:1:pos:R:3
Ca 0.48179 1.12421 1.86239
F -2.39719 -0.73059 6.72993
F 1.87998 -1.47664 2.75005
F -2.23461 1.49292 4.89744
F 0.08061 -3.82437 2.70032
F -1.35650 -3.88008 4.84619
O 0.25859 3.52605 2.55723
O 0.23688 2.22951 -0.14909
O -1.89390 0.33764 1.45285
O 2.54007 0.00924 0.36738
O -2.48764 -5.10751 -0.27517
O 4.86898 -0.16196 0.42497
O 1.33552 5.17803 3.57783
O 0.31331 -1.40657 -3.54822
N 2.59740 2.26303 1.97728
N -0.57154 -3.26432 0.07876
N -0.65273 2.66668 -2.23518
N 0.09114 -1.19201 0.96223
N -0.65082 3.75096 -3.11076
N 0.86389 -1.90210 -1.09882
C -1.70448 1.71898 -2.28491
C 0.39321 -7.06521 -1.40783
C 1.71533 0.56692 -3.68250
C -3.19540 -4.46971 -1.33416
C 3.76426 0.55934 0.80633
C 3.78558 1.65968 1.58785
C 2.84025 1.24457 -1.66796
C -2.50817 -0.49448 -1.84075
C 1.43316 -0.71655 -1.62241
C 0.65328 -1.46918 3.32768
C -1.13939 -2.58481 4.43766
C -0.46194 -1.64733 5.45729
C -3.74882 -0.15569 -2.36041
C -0.51251 -1.41051 2.24771
C 2.56748 1.43183 -3.00426
C -3.96403 1.13076 -2.83749
C 0.14152 -2.08682 0.04992
C 0.68739 4.25979 -1.38623
C -2.78746 -0.98678 3.23737
C 1.15633 -0.48928 -2.98559
C 1.12833 -4.87118 -0.73045
C 3.80197 4.12447 2.93208
C -1.20069 -5.45494 -0.62567
C -1.25039 0.53960 4.99205
C -0.69542 3.43975 -4.54041
C 0.11915 2.96667 -1.12533
C 1.40705 -6.13847 -1.22417
C -0.27626 -2.59969 3.15952
C -2.42468 -1.72360 4.47131
C 1.31414 4.02500 2.90005
C 2.65898 3.45659 2.58830
C -0.09805 -1.19217 -4.88373
C -2.98649 1.24973 1.56705
C 5.02998 3.44525 2.66973
C -1.71411 -0.77572 5.52846
C 0.57080 5.89452 -3.36585
C -0.18380 -4.51390 -0.44261
C -0.91564 -6.72188 -1.09648
C 5.03740 2.24791 2.04577
C -1.82753 -0.68142 2.36927
C -1.47850 0.43309 -1.81017
C 0.22961 4.67060 -2.59210
C 2.28181 0.17431 -0.96566
C -0.05626 0.61331 4.41917
C 0.54547 -0.77488 4.66133
C -2.94997 2.07483 -2.79449
H 2.43253 -6.40486 -1.44303
H -1.72789 -7.42884 -1.20690
H 0.21203 3.78046 -5.03708
H -3.02667 1.66647 2.57465
H -0.76537 2.36143 -4.65868
H 5.14995 0.11178 -0.45919
H -0.61016 -0.23091 -4.98345
H -0.79107 -1.99488 -5.11951
H 1.20797 5.65615 -4.22018
H 5.95837 1.71219 1.86342
H -4.16643 -4.18297 -0.93671
H 0.41054 5.41597 3.73864
H 3.01442 2.26687 -3.52939
H 1.54384 -0.75184 5.10190
H -3.24150 -2.27699 4.93280
H -3.12533 3.08593 -3.13693
H 1.11168 6.58977 -2.72878
H 1.50907 0.71129 -4.73262
H -0.51598 0.17502 -1.39754
H 1.93035 -4.16889 -0.54915
H 3.76820 5.07952 3.43016
H -4.93192 1.40859 -3.23385
H 0.58350 -2.52952 -1.83860
H -0.32660 6.38557 -3.74245
H -1.56163 3.90125 -5.01215
H -2.66137 -3.57997 -1.68100
H -4.54767 -0.88515 -2.38834
H 0.74886 -1.22891 -5.57269
H -1.26793 -3.32269 0.80661
H -3.33165 -5.15576 -2.17397
H -2.79396 2.02847 0.83266
H -3.71268 -0.42802 3.24959
H -3.92559 0.74914 1.32382
H 0.61902 -8.05621 -1.77758
H 3.47089 1.93085 -1.11652
H -0.10393 -2.10775 6.37516
H 1.34252 4.78146 -0.70977
H 5.96485 3.88824 2.99146
H -2.32900 -1.48769 -1.44671
```

Calculated values
Gap between HOMO and LUMO: 5.7 eV
LUMO: 0.09 eV
Total charge: 0
HOMO energy: -5.63 eV

These are the Löwdin partial charges, in e, on atoms 1 to 99: atom 1 (Ca): 1.451, atom 2 (F): 0.046, atom 3 (F): 0.112, atom 4 (F): 0.020, atom 5 (F): 0.116, atom 6 (F): 0.071, atom 7 (O): 0.003, atom 8 (O): -0.082, atom 9 (O): -0.184, atom 10 (O): -0.014, atom 11 (O): -0.102, atom 12 (O): 0.054, atom 13 (O): 0.123, atom 14 (O): -0.099, atom 15 (N): 0.014, atom 16 (N): 0.156, atom 17 (N): 0.063, atom 18 (N): 0.106, atom 19 (N): -0.060, atom 20 (N): 0.174, atom 21 (C): -0.175, atom 22 (C): -0.083, atom 23 (C): -0.033, atom 24 (C): -0.061, atom 25 (C): -0.380, atom 26 (C): -0.227, atom 27 (C): -0.013, atom 28 (C): -0.051, atom 29 (C): -0.101, atom 30 (C): -0.276, atom 31 (C): -0.250, atom 32 (C): -0.028, atom 33 (C): -0.077, atom 34 (C): -0.204, atom 35 (C): -0.070, atom 36 (C): -0.076, atom 37 (C): -0.342, atom 38 (C): 0.085, atom 39 (C): 0.033, atom 40 (C): -0.237, atom 41 (C): -0.012, atom 42 (C): -0.043, atom 43 (C): -0.248, atom 44 (C): -0.280, atom 45 (C): -0.001, atom 46 (C): -0.394, atom 47 (C): -0.079, atom 48 (C): -0.192, atom 49 (C): -0.055, atom 50 (C): -0.453, atom 51 (C): -0.258, atom 52 (C): -0.062, atom 53 (C): -0.035, atom 54 (C): -0.086, atom 55 (C): -0.296, atom 56 (C): -0.008, atom 57 (C): -0.168, atom 58 (C): -0.003, atom 59 (C): -0.013, atom 60 (C): -0.229, atom 61 (C): -0.005, atom 62 (C): -0.263, atom 63 (C): -0.192, atom 64 (C): -0.018, atom 65 (C): -0.173, atom 66 (C): -0.021, atom 67 (H): 0.105, atom 68 (H): 0.123, atom 69 (H): 0.087, atom 70 (H): 0.096, atom 71 (H): 0.081, atom 72 (H): 0.100, atom 73 (H): 0.087, atom 74 (H): 0.098, atom 75 (H): 0.084, atom 76 (H): 0.105, atom 77 (H): 0.095, atom 78 (H): 0.133, atom 79 (H): 0.109, atom 80 (H): 0.150, atom 81 (H): 0.160, atom 82 (H): 0.112, atom 83 (H): 0.089, atom 84 (H): 0.100, atom 85 (H): 0.086, atom 86 (H): 0.119, atom 87 (H): 0.098, atom 88 (H): 0.105, atom 89 (H): 0.135, atom 90 (H): 0.092, atom 91 (H): 0.091, atom 92 (H): 0.067, atom 93 (H): 0.103, atom 94 (H): 0.097, atom 95 (H): 0.151, atom 96 (H): 0.094, atom 97 (H): 0.095, atom 98 (H): 0.121, atom 99 (H): 0.100